1.
The following is a DFT calculation (wB97M-V/def2-TZVPD) of a 10-piece molecular cluster, C10H40N20O10 overall in a non-equilibrium geometry.

Results
Energy above the lowest of the compared OMol25 structures with the same formula, charge and spin, eV: 0.6815
Expectation value of S²: 0.754
Kohn-Sham gap (alpha / beta), eV: 8.552 / 2.700
Charge: +1
E_HOMO (alpha / beta), eV: -11.1 / -11.1
2S+1: 2

```
80
C10H40N20O10 wB97M-V/def2-TZVPD
C 0.25848 1.94596 3.48117
O 1.40352 2.18402 3.15279
N -0.54812 1.16329 2.82514
N -0.36116 2.49031 4.44515
H -1.30249 0.59894 3.18920
H -0.02867 0.92861 1.99135
H -1.29952 2.16729 4.63288
H -0.07352 3.37121 4.84685
C 3.03659 2.71103 -3.63960
O 3.72037 3.39328 -4.35733
N 2.86271 1.43870 -3.44878
N 2.25085 3.35540 -2.86495
H 3.54088 0.86864 -3.93373
H 2.20788 1.11274 -2.75231
H 1.69960 2.84030 -2.19346
H 1.96842 4.28500 -3.14098
C 3.30020 -1.01453 3.12801
O 3.19240 -0.83057 1.91270
N 4.42630 -1.07935 3.76631
N 2.32095 -1.37062 3.95074
H 5.30411 -1.17857 3.27672
H 4.40049 -1.17540 4.77141
H 1.45157 -1.55454 3.47070
H 2.43682 -1.46994 4.94915
C -1.07887 1.62379 -4.15256
O -1.74629 1.51119 -3.19109
N -0.79181 2.70365 -4.77141
N -0.41338 0.63140 -4.73854
H -0.18451 2.56625 -5.56666
H -1.16106 3.54717 -4.35640
H -0.69561 -0.23619 -4.30526
H 0.39702 0.55993 -5.33707
C -0.51489 -3.42522 2.33710
O -0.33725 -2.30112 2.60403
N -0.09682 -4.44233 3.02400
N -1.29565 -3.83756 1.39402
H -0.28064 -5.40769 2.79077
H 0.51525 -4.28888 3.81262
H -1.68767 -3.09384 0.83428
H -1.24294 -4.77379 1.01879
C -4.76158 -0.53096 -3.53084
O -5.89808 -0.86329 -3.32763
N -4.16524 0.37664 -2.69377
N -4.01271 -0.98260 -4.48824
H -4.66946 0.70584 -1.88291
H -3.31535 0.85049 -2.96446
H -3.00328 -0.94916 -4.49451
H -4.56973 -1.36345 -5.23975
C -3.44685 -1.01571 1.47648
O -2.83716 -1.22639 0.43338
N -2.83250 -1.12311 2.60998
N -4.69570 -0.54568 1.50542
H -2.00686 -1.70436 2.63427
H -3.37116 -1.04748 3.46099
H -5.16020 -0.43745 0.61513
H -5.26724 -0.53787 2.33810
C 3.71188 -4.09744 0.51201
O 3.91347 -5.26364 0.23173
N 4.67043 -3.30386 0.84409
N 2.54160 -3.59192 0.62560
H 5.59414 -3.70865 0.89885
H 4.42675 -2.40284 1.22995
H 1.85922 -4.18754 0.17871
H 2.31191 -2.66009 0.94031
C 0.55983 0.34749 -0.62321
O 1.24233 1.24639 -1.11415
N 0.83406 -0.37527 0.39638
N -0.68623 0.18070 -0.97166
H 0.15019 -1.01565 0.77364
H 1.74175 -0.23207 0.81554
H -1.10510 0.84874 -1.60282
H -1.36804 -0.30818 -0.40931
C -0.43880 4.49340 -0.02955
O -0.80792 5.59840 0.37363
N -0.98010 3.90463 -1.01640
N 0.63635 3.91385 0.29811
H -0.52635 3.04411 -1.28793
H -1.83548 4.22111 -1.45031
H 1.00283 3.07376 -0.12622
H 1.01085 4.15117 1.20559
```

=====

2.
The following is a DFT calculation (wB97M-V/def2-TZVPD) of a 2-piece molecular cluster, C34H39F5N5O overall in a non-equilibrium geometry.

Results
Kohn-Sham gap, eV: 5.097
Charge: +1
E_HOMO, eV: -10.0

```
84
C34H39F5N5O wB97M-V/def2-TZVPD
C 4.05068 3.98887 0.35499
N 3.95611 2.70716 1.01390
C 3.59354 2.61124 2.32759
O 3.42473 3.55086 3.10001
C 3.48850 1.11676 2.65270
C 2.04801 0.68379 2.89297
C 1.46270 1.41592 4.05840
C 0.55453 2.45957 3.88108
F 0.16880 2.79386 2.62115
C 0.08472 3.22012 4.94714
F -0.74997 4.25658 4.73438
C 0.50257 2.91185 6.24339
F 0.04970 3.63232 7.28634
C 1.38841 1.85511 6.45622
F 1.78781 1.55174 7.70773
C 1.86350 1.13361 5.36442
F 2.79488 0.16271 5.58115
N 4.09482 0.50096 1.47360
C 4.28693 -0.82873 1.42554
C 4.74465 -1.51463 0.30726
C 4.98448 -2.88214 0.30267
C 5.56356 -3.61775 -0.78151
C 5.74287 -5.02996 -0.70279
C 6.28207 -5.74535 -1.76933
C 6.66714 -5.08449 -2.94608
C 6.51265 -3.69596 -3.04406
C 5.98209 -2.96822 -1.97923
C 4.31880 1.45123 0.36104
C 3.38836 1.18539 -0.83170
C 5.78621 1.49054 -0.09499
H 3.63063 4.75820 1.00921
H 5.09777 4.23293 0.13366
H 3.49277 3.97160 -0.58903
H 4.08379 0.89711 3.55650
H 1.45283 0.89162 1.99288
H 2.04914 -0.39721 3.08120
H 4.07055 -1.36860 2.35494
H 4.89773 -0.95406 -0.61217
H 4.75413 -3.43032 1.22205
H 5.44872 -5.54283 0.21612
H 6.40692 -6.82697 -1.69197
H 7.08643 -5.64673 -3.78163
H 6.81257 -3.17109 -3.95256
H 5.90056 -1.88192 -2.05757
H 2.34005 1.25065 -0.50743
H 3.57547 1.93431 -1.61310
H 3.55222 0.19317 -1.26179
H 6.42718 1.75806 0.75612
H 6.11191 0.52411 -0.48738
H 5.90543 2.24326 -0.88538
C 3.17651 0.17742 -5.57815
N 2.53484 -1.02938 -5.08604
C 3.37131 -2.17506 -4.80879
C 1.27733 -1.02856 -4.54375
N 1.00568 -1.99673 -3.70958
C -0.33148 -2.17436 -3.21253
C -0.45750 -3.48461 -2.45672
C -0.09966 -3.54557 -1.10535
C -0.18666 -4.75852 -0.41398
C -0.63210 -5.91254 -1.07349
C -0.98873 -5.84791 -2.42752
C -0.90489 -4.63377 -3.11740
N 0.44589 -0.01197 -4.98452
C 0.36360 0.29177 -6.40739
C -0.57175 0.60163 -4.15237
H 2.71059 1.07545 -5.14733
H 4.23331 0.15912 -5.28237
H 3.12873 0.24369 -6.67475
H 2.76013 -2.87793 -4.23146
H 3.69348 -2.64134 -5.74952
H 4.25586 -1.88684 -4.22766
H -0.58986 -1.37143 -2.50111
H -1.07892 -2.19206 -4.02840
H 0.24709 -2.63457 -0.60899
H 0.09143 -4.79550 0.64063
H -0.70313 -6.85782 -0.53376
H -1.33577 -6.74040 -2.95114
H -1.17915 -4.56245 -4.17401
H 0.88997 -0.46712 -6.99990
H -0.69568 0.30069 -6.71217
H 0.79537 1.28269 -6.61984
H -0.16145 0.84042 -3.16089
H -0.88822 1.53554 -4.63255
H -1.45139 -0.05008 -4.03853
```

=====

3.
The following is a DFT calculation (wB97M-V/def2-TZVPD) of a 6-piece molecular cluster, C6H24N12O6 overall in a non-equilibrium geometry.

Results
Energy above the lowest of the compared OMol25 structures with the same formula, charge and spin, eV: 2.0700
SMILES: NC(N)=O.NC(N)=O.NC(N)=O.NC(N)=O.NC(N)=O.NC(N)=O
Kohn-Sham gap, eV: 8.515
Charge: 0
E_HOMO, eV: -9.2

```
48
C6H24N12O6 wB97M-V/def2-TZVPD
N -0.91644 2.79203 -3.83504
C 0.26527 3.13242 -3.23075
N 0.04024 3.85822 -2.06729
O 1.35771 2.88410 -3.69108
H -0.83403 2.42512 -4.76784
H -1.82848 2.97803 -3.47003
H -0.89998 4.11727 -1.85351
H 0.88955 4.06061 -1.56907
N -0.83960 -2.53908 -4.60744
C -1.86360 -3.07109 -5.29207
N -1.92266 -4.42175 -5.37574
O -2.54697 -2.35323 -6.04590
H -0.30881 -3.09964 -3.96545
H -0.89317 -1.54210 -4.46765
H -1.31350 -4.93299 -4.76485
H -2.49021 -4.84032 -6.08541
N 0.05734 1.07758 -0.81046
C 0.05268 -0.16630 -1.36777
N 0.12227 -1.15615 -0.45573
O -0.07528 -0.35136 -2.57816
H -0.17958 1.87882 -1.38469
H -0.14548 1.20408 0.17347
H 0.37250 -1.99880 -0.96165
H 0.33362 -0.98429 0.50368
N 3.09888 -4.06233 3.38387
C 2.98229 -3.84972 2.04616
N 2.48707 -2.57860 1.78418
O 3.22752 -4.69758 1.20655
H 2.65322 -3.35252 3.93008
H 3.39885 -4.93962 3.76428
H 2.41709 -2.28900 0.82012
H 2.91053 -1.85887 2.34924
N 0.27282 -0.91949 3.04278
C 0.38460 0.42312 2.95657
N 1.29420 0.98817 3.78751
O -0.35962 1.09479 2.21378
H -0.23264 -1.44901 2.35727
H 0.84837 -1.33420 3.74717
H 1.62105 1.91551 3.58449
H 1.65997 0.36279 4.47823
N -1.58473 3.64028 2.21693
C -2.24506 3.87645 3.39345
N -2.00931 2.89276 4.32228
O -2.80622 4.92647 3.67112
H -1.65784 4.42049 1.58858
H -1.12646 2.75588 2.02322
H -1.36296 2.18584 4.02524
H -2.30501 2.89718 5.27732
```

=====

no.,electronic energy (eV)
1,-61293.9185
2,-58968.5128
3,-36782.7053